# 1
The following is a quantum chemistry calculation of a molecular structure, C24H25Cl3NO3Ti, from OMol25.

Structure (XYZ):
```
57
Properties=species:S:1:pos:R:3
Ti -0.43655 0.04776 1.58222
Cl -3.31642 2.50389 3.88729
Cl -1.69772 2.89552 6.31241
Cl -0.61666 3.57856 3.70045
O -1.00419 0.23919 5.35402
O -1.02773 0.63743 3.13411
O -1.03696 1.36283 0.42619
N -1.47492 1.89802 -1.92295
C -1.01801 -2.17714 2.85161
C 3.29139 1.57263 -2.93359
C 3.22147 0.25532 -3.39407
C -0.73076 -0.36698 -1.06928
C 0.86619 1.73813 -2.93027
C -0.34601 2.60278 -2.72379
C -1.85032 -1.91313 1.72454
C -1.11131 -2.25366 0.51393
C 2.02758 0.00435 0.29043
C -1.21987 1.08221 -0.87210
C -1.05695 -2.66236 -1.98825
C -1.19045 0.98604 4.41683
C 0.15845 -2.72769 0.94688
C 0.21126 -2.68714 2.35601
C -3.04023 -1.63838 -0.89505
C 1.39863 1.18913 2.19436
C 2.40042 -0.75417 1.42757
C 1.98489 -0.31607 -3.64074
C -1.51736 -1.71596 -0.87862
C 1.34651 1.19389 0.75290
C 2.11531 2.28294 -2.66952
C 0.80388 0.44892 -3.50630
C -1.68251 2.43493 4.62840
C 1.99402 -0.05869 2.60577
H 4.13728 -0.31738 -3.57268
H 2.99538 -1.66379 1.35189
H -0.01863 -0.32614 -0.22326
H 1.03210 2.01117 0.10984
H -3.44438 -1.34605 -1.86565
H 1.17667 2.06767 2.77121
H -1.33341 -2.15321 3.87864
H 0.03706 -2.77691 -2.00903
H -1.52182 -3.65465 -1.87784
H 1.01740 -3.07319 2.97955
H 2.16346 3.28986 -2.25033
H -2.36380 2.40229 -1.97730
H 0.13176 -0.48043 -1.72861
H -2.86970 -1.50843 1.75592
H -3.43645 -0.92043 -0.17354
H 0.98564 -2.94807 0.28129
H 1.89576 -1.35321 -3.98408
H -1.34289 -2.26157 -2.97415
H -0.17021 0.00428 -3.73485
H -3.45574 -2.62959 -0.65082
H -0.11158 3.50145 -2.15757
H 2.25326 -0.19650 -0.75836
H 4.24514 2.04265 -2.77350
H 2.26337 -0.32581 3.61180
H -0.71075 2.93286 -3.70996
```

As for the multiplicity: 3. Its net charge is -1. The value obtained for the HOMO energy (alpha / beta) is -2.58 / -3.86 eV. The calculation puts the HOMO-LUMO gap (alpha / beta) at 5.2 / 6.5 eV. Its maximum force is 7.50 eV/Å. The calculation puts the energy above the lowest of the compared OMol25 structures with the same formula, charge and spin at 57.1 kcal per mole.

***

# 2
The following is a quantum chemistry calculation of a molecular structure, C4H8N4, from OMol25.

Structure (XYZ):
```
16
Properties=species:S:1:pos:R:3
N 0.52838 -1.43560 0.27720
N -1.04290 -0.54741 -1.00002
N -0.37400 0.74195 0.16467
N -0.32656 -1.53557 -0.62006
C 0.69096 -0.02288 0.77506
C -0.59144 0.25382 1.49231
C 1.96274 0.61931 1.22107
C -1.38386 -0.15257 -2.33866
H 1.63817 1.47362 1.65354
H 2.69652 0.70862 0.30291
H -0.44227 -0.01371 -2.74299
H -1.30742 -0.49913 1.52697
H -0.59007 0.98389 2.16344
H 2.32817 -0.12855 1.95128
H -1.99063 0.64330 -2.16185
H -1.79579 -1.08910 -2.66487
```

The value obtained for the HOMO energy is -8.64 eV. The calculation puts the HOMO-LUMO gap at 9.6 eV. Its maximum force is 6.13 eV/Å. The calculation puts the energy above the lowest of the compared OMol25 structures with the same formula, charge and spin at 139.1 kcal per mole.